Model A:
36
Properties=species:S:1:pos:R:3:nbo_charge:R:1 method="wB97M-V/def2-TZVPD" lumo_energy_ev=-0.8 homo_lumo_gap_ev=9.53 smiles=O.O.O.O.O.O.O.O.O.O.O.O
H 0.6617 0.5440 0.0901 0.448
H -0.8499 0.5586 -0.0682 0.461
H 5.1400 -0.7403 -0.7327 0.472
H 4.2454 0.4672 -0.5055 0.483
H -3.6343 -3.5940 -0.4201 0.451
H -3.3388 -2.1066 -0.5227 0.470
H -4.1578 -0.0040 -1.3315 0.451
H -5.5012 0.4901 -1.8425 0.464
H -2.4824 5.0591 2.0781 0.469
H -1.2400 4.2074 1.8755 0.467
H 0.3494 4.2371 -0.3350 0.486
H -0.4265 3.2884 -1.2339 0.476
H 1.1929 -1.7989 1.3219 0.451
H 1.5314 -1.4088 2.7513 0.472
H 2.8794 1.9821 0.3959 0.485
H 2.0392 1.7775 -0.8540 0.467
H -3.6555 -2.8759 1.5795 0.468
H -2.9649 -1.6916 2.2358 0.472
H 2.6111 -2.7074 0.5481 0.464
H 3.9665 -2.4157 1.1709 0.466
H 2.1887 -0.8983 -1.8140 0.475
H 1.1917 -1.2682 -0.7281 0.451
H 0.5000 0.9195 -1.4755 0.446
H -0.3957 -0.1046 -2.1530 0.489
O -0.1554 0.5853 0.5997 -0.912
O 4.9742 -0.0238 -0.1096 -0.970
O -3.9468 -2.7842 -0.8391 -0.923
O -5.0647 -0.2916 -1.4856 -0.915
O -2.1976 4.1924 1.7670 -0.935
O 0.2685 3.3049 -0.5662 -0.959
O 1.1600 -2.1275 2.2274 -0.921
O 2.9526 1.7955 -0.5469 -0.937
O -3.6424 -1.9122 1.5866 -0.939
O 3.5194 -3.0285 0.5763 -0.934
O 1.7729 -1.6579 -1.3909 -0.924
O 0.5088 0.0309 -1.8490 -0.937

***

Model B:
36
Properties=species:S:1:pos:R:3:nbo_charge:R:1 method="wB97M-V/def2-TZVPD" lumo_energy_ev=-0.1 homo_lumo_gap_ev=7.87 smiles=O.O.O.O.O.O.O.O.O.O.O.O
H 0.0291 -0.0695 -0.4910 0.470
H -1.0062 0.9528 -1.0268 0.494
H -4.7935 -0.4144 -1.4941 0.484
H -5.1056 -1.9331 -1.6314 0.471
H -3.2341 4.5198 -1.5580 0.476
H -3.8920 3.8971 -0.2637 0.476
H 2.7904 4.4576 -1.7059 0.464
H 2.3592 3.3390 -0.8596 0.453
H 1.9103 -3.9529 1.3103 0.477
H 3.2435 -3.7109 0.6785 0.451
H 2.0823 -0.6455 2.1935 0.456
H 0.9950 -0.2332 1.2216 0.446
H -0.7734 -0.8988 3.7046 0.456
H -1.6723 -1.2385 2.6383 0.444
H -3.8396 -0.4515 2.2828 0.464
H -2.9576 0.4322 3.2129 0.476
H 3.6448 -1.8284 -1.0920 0.473
H 4.0025 -3.2803 -1.1014 0.460
H -2.9263 -2.2928 -2.3006 0.483
H -1.9752 -2.8816 -3.3307 0.463
H 3.6501 1.9301 -1.4821 0.466
H 4.9307 0.9450 -1.3098 0.476
H 0.0511 1.3084 3.0939 0.462
H 0.2036 1.1560 1.5540 0.464
O -0.1064 0.8106 -0.6461 -0.960
O -4.6494 -1.2586 -2.0076 -0.947
O -3.6883 3.7234 -1.1912 -0.952
O 2.9348 4.0569 -0.8431 -0.914
O 2.3796 -3.3279 0.7319 -0.928
O 1.1603 -0.8190 1.9647 -0.894
O -0.9558 -0.6833 2.7585 -0.903
O -3.3641 0.3900 2.3825 -0.940
O 4.2561 -2.4648 -1.5546 -0.932
O -2.7584 -3.0740 -2.8401 -0.953
O 4.5869 1.8885 -1.3827 -0.945
O 0.4902 0.8701 2.3474 -0.936

***

Model C:
36
Properties=species:S:1:pos:R:3:nbo_charge:R:1 method="wB97M-V/def2-TZVPD" lumo_energy_ev=-0.3 homo_lumo_gap_ev=10.44 smiles=O.O.O.O.O.O.O.O.O.O.O.O
O 2.1665 0.7853 -2.5545 -0.980
H 2.6610 0.0063 -2.8354 0.483
H 2.2521 0.8207 -1.5899 0.491
O -3.1496 -0.7234 -0.4965 -0.974
H -3.5459 -1.2115 -1.2250 0.483
H -2.4033 -0.2381 -0.8855 0.493
O -3.4878 -0.8228 2.3260 -0.969
H -4.3338 -0.3696 2.4130 0.470
H -3.3626 -0.9326 1.3614 0.500
O -1.5366 3.5642 1.2162 -0.972
H -1.7426 2.6902 1.6351 0.500
H -1.9990 3.5836 0.3743 0.445
O 2.1049 1.5828 0.2455 -1.002
H 1.4008 0.9644 0.5350 0.498
H 2.2216 2.1973 0.9782 0.494
O 3.8281 -0.8948 0.0931 -0.961
H 4.5830 -0.6631 -0.4569 0.471
H 3.4080 -0.0514 0.3060 0.481
O -1.0960 0.7281 -1.9020 -1.003
H -0.3825 0.8768 -2.5346 0.519
H -1.3703 1.6136 -1.6339 0.496
O 0.1366 -1.8578 -1.7185 -0.962
H -0.4884 -1.3197 -2.2213 0.491
H -0.3758 -2.6072 -1.3873 0.492
O 2.4437 -2.7736 -3.1470 -0.968
H 2.0107 -3.3627 -3.7707 0.463
H 1.7215 -2.3765 -2.6211 0.491
O -1.5239 1.3667 2.8619 -1.004
H -0.7074 0.8393 2.9290 0.507
H -2.2446 0.7317 2.7121 0.496
O 0.0275 -0.2778 0.6703 -0.978
H -0.7469 0.1834 0.3287 0.488
H 0.4660 -0.6762 -0.1099 0.504
O 0.6416 -0.4194 3.4361 -0.953
H 1.0676 -0.5932 2.5881 0.489
H 1.3556 -0.3634 4.0802 0.478

***

Model D:
36
Properties=species:S:1:pos:R:3:nbo_charge:R:1 method="wB97M-V/def2-TZVPD" lumo_energy_ev=0.0 homo_lumo_gap_ev=10.92 smiles=O.O.O.O.O.O.O.O.O.O.O.O
H 0.1621 -0.0109 0.0446 0.472
H 0.1705 1.1539 1.0210 0.476
H -0.7395 -3.6247 2.8153 0.461
H -0.7995 -4.4416 1.5350 0.455
H 2.6686 0.1499 -2.5240 0.465
H 3.0512 0.2191 -3.9933 0.469
H -0.0953 0.1891 2.6166 0.470
H 0.2543 -0.4640 3.9437 0.471
H 0.8625 -4.2848 -0.0013 0.465
H -0.4879 -4.9334 -0.2574 0.450
H 4.6345 1.4619 2.8270 0.471
H 4.3853 1.2260 1.3464 0.456
H -1.8596 0.8734 -3.7711 0.475
H -2.2035 1.6117 -5.0543 0.458
H 1.4762 3.1378 2.0454 0.470
H 2.4770 2.1722 1.4323 0.465
H -2.0446 4.2712 2.2042 0.463
H -2.0476 2.7863 2.5286 0.473
H -3.0556 1.0658 -2.2956 0.481
H -1.6101 1.0680 -1.8260 0.464
H -3.6552 0.4985 1.5465 0.476
H -4.4467 0.7866 0.2814 0.474
H 1.7939 -1.9721 -2.8149 0.460
H 2.0877 -2.8834 -3.9952 0.462
O 0.7551 0.6133 0.4779 -0.948
O -0.9984 -3.5673 1.8887 -0.922
O 2.4704 0.6241 -3.3394 -0.933
O -0.3878 0.1258 3.5328 -0.945
O 0.0186 -4.1344 -0.4419 -0.909
O 4.5795 0.7608 2.1679 -0.925
O -2.4687 0.8562 -4.5179 -0.951
O 1.6938 2.2003 1.9932 -0.933
O -2.0844 3.6551 2.9444 -0.935
O -2.3452 0.4756 -2.0201 -0.928
O -3.7667 1.1594 0.8538 -0.949
O 1.5549 -2.8253 -3.1941 -0.923

***

Winner for stability: model C

***

Model A:
19
Properties=species:S:1:pos:R:3:nbo_charge:R:1 method="wB97M-V/def2-TZVPD" lumo_energy_ev=0.5 homo_lumo_gap_ev=9.08 smiles=CSS.O.O.O.O
C -2.1247 -1.7313 -0.5311 -0.724
S -0.7283 -2.8366 -0.8465 0.049
S -0.3874 -2.4216 -2.8317 -0.132
H -2.0087 -1.4907 0.5380 0.229
H -3.0552 -2.2251 -0.6984 0.218
H -1.9747 -0.8322 -1.0410 0.249
H -0.2618 -3.6876 -3.2301 0.133
H 1.7062 2.5285 3.4352 0.468
H 3.2097 2.7454 3.3780 0.470
O 2.4521 2.4627 2.8511 -0.937
H -0.8885 1.7155 -0.4142 0.501
H -2.1520 2.3314 0.1665 0.463
O -1.8354 1.5392 -0.2686 -0.978
H 1.7029 2.0621 -1.2165 0.479
H 1.3283 1.1455 -0.0920 0.504
O 0.9308 1.6982 -0.7765 -0.980
H 1.3960 -0.8824 1.2830 0.468
H 1.0531 -1.3789 -0.0778 0.483
O 1.6375 -0.7421 0.3725 -0.964

***

Model B:
19
Properties=species:S:1:pos:R:3:nbo_charge:R:1 method="wB97M-V/def2-TZVPD" lumo_energy_ev=0.1 homo_lumo_gap_ev=9.35 smiles=CSS.O.O.O.O
C 4.1079 0.3736 0.9523 -0.748
S 2.9419 1.3105 -0.0880 0.047
S 3.7975 1.8253 -1.9596 -0.121
H 4.8147 -0.2144 0.3779 0.234
H 3.5327 -0.2391 1.6306 0.236
H 4.6149 1.0362 1.6667 0.220
H 3.6958 0.5641 -2.4230 0.133
H -0.2382 2.3180 -0.7099 0.479
H -0.1964 2.0569 0.8357 0.491
O -0.7134 1.9601 0.0138 -0.963
H -3.6724 -3.5306 1.4949 0.477
H -2.7616 -2.1875 1.6411 0.498
O -2.9315 -3.1053 1.9148 -0.982
H -3.3280 -1.0102 -0.8067 0.514
H -4.2097 -0.6284 0.5413 0.480
O -3.6698 -1.2519 0.0555 -1.006
H -1.7668 0.3894 -0.9499 0.505
H -1.9636 0.4689 -2.4643 0.476
O -2.0539 -0.1358 -1.7232 -0.969

***

Winner for stability: model A

***

Model A:
23
Properties=species:S:1:pos:R:3:nbo_charge:R:1 method="wB97M-V/def2-TZVPD" lumo_energy_ev=0.5 homo_lumo_gap_ev=9.80 smiles=CN[C@H](C)CO.O.O
C 1.3856 -1.6033 0.7790 -0.418
N 1.0899 -0.1577 0.7813 -0.644
C -1.0442 0.2761 -0.3184 -0.640
C -0.3228 0.1430 1.0234 -0.071
C -0.5082 1.3506 1.9571 -0.066
O -1.8915 1.6610 2.1328 -0.713
H 0.6817 -2.1481 1.4100 0.181
H 2.3934 -1.7825 1.1792 0.199
H 1.4962 -1.9508 -0.2486 0.196
H 1.6755 0.2466 1.5003 0.360
H -2.1330 0.3912 -0.2562 0.194
H -0.8421 -0.5949 -0.9366 0.246
H -0.7324 1.1544 -0.8297 0.202
H -0.8025 -0.7037 1.5342 0.167
H -0.1108 1.0271 2.9173 0.181
H -0.0230 2.2439 1.5479 0.161
H -2.2799 1.6508 1.2532 0.464
H 1.6382 0.6300 -2.2106 0.467
H 1.5714 1.5818 -1.0216 0.478
O 1.9487 1.4840 -1.9019 -0.947
H -1.8080 -1.3646 -3.4293 0.474
H -0.3735 -1.7708 -3.7918 0.473
O -1.0088 -1.7639 -3.0710 -0.943

***

Model B:
23
Properties=species:S:1:pos:R:3:nbo_charge:R:1 method="wB97M-V/def2-TZVPD" lumo_energy_ev=0.6 homo_lumo_gap_ev=10.85 smiles=C[C@H](O)CCN.O.O
C 0.3856 0.0935 0.4558 -0.429
C -0.7485 0.5677 -0.5012 0.109
C -0.9646 2.0548 -0.8411 -0.650
O -1.9481 0.0607 0.1251 -0.760
C 1.7098 -0.0260 -0.3497 -0.221
N 2.6398 -0.8434 0.4786 -0.859
H 0.4990 0.6832 1.3399 0.219
H 0.1023 -0.9362 0.7014 0.212
H -0.5999 -0.0346 -1.3943 0.187
H -1.2091 2.7933 -0.0567 0.221
H -1.6563 1.9816 -1.6402 0.235
H -0.0979 2.4878 -1.3557 0.209
H -1.8925 0.0494 1.0825 0.491
H 1.6434 -0.4899 -1.3325 0.182
H 2.2347 0.9170 -0.4874 0.189
H 3.5793 -0.4863 0.3447 0.360
H 2.7339 -1.7755 0.0792 0.355
H -3.0405 -0.1337 -0.9920 0.492
H -3.4570 -1.3205 -1.8767 0.456
O -3.3544 -0.3572 -1.9178 -0.988
H 1.7205 -1.3262 2.4423 0.489
H 0.7203 -2.3924 2.6432 0.456
O 1.0003 -1.5671 3.0526 -0.953

***

Model C:
23
Properties=species:S:1:pos:R:3:nbo_charge:R:1 method="wB97M-V/def2-TZVPD" lumo_energy_ev=0.4 homo_lumo_gap_ev=9.63 smiles=C1CCNC1.O.O.O
N 0.3101 0.1934 0.6447 -0.667
C 1.1431 0.9426 -0.3462 -0.237
C 0.2779 2.0201 -1.0078 -0.439
C -1.0633 1.8839 -0.3408 -0.420
C -1.0804 0.4547 0.1849 -0.229
H 0.4870 0.4872 1.5874 0.391
H 2.0066 1.4791 0.1161 0.204
H 1.5081 0.2331 -1.1133 0.198
H 0.6541 3.0424 -0.9048 0.211
H 0.2192 1.8560 -2.0769 0.217
H -1.2726 2.4626 0.5634 0.200
H -1.9936 2.0584 -0.9753 0.212
H -1.8749 0.2614 0.9283 0.201
H -1.2738 -0.3092 -0.5427 0.170
H 0.1356 -3.3983 0.1756 0.471
H 0.3599 -1.8270 0.2776 0.501
O 0.6244 -2.6460 -0.1815 -0.988
H -0.3234 0.4802 4.0670 0.478
H 0.0780 -1.0460 3.9617 0.484
O 0.2233 -0.1679 3.6095 -0.955
H 0.1594 -1.7128 -2.1719 0.487
H -1.1779 -1.4022 -2.7865 0.458
O -0.2837 -1.6550 -3.0303 -0.946

***

Winner for stability: model C